[1]
Entry from the Open Molecules 2025 dataset: C32H80F6Li2N3O28S6 as an isolated structure (the ωB97M-V functional and the def2-TZVPD basis).

Output
Gap between HOMO and LUMO (spin up / spin down) (eV): 3.08 / 7.93
LUMO (spin up / spin down) (eV): 3.34 / 3.34
⟨S²⟩: 0.752
Total energy (eV): -177995.1096
HOMO energy (spin up / spin down) (eV): 0.261 / -4.584

Geometry as ORCA input:
```
! RIJCOSX wB97M-V def2-TZVPD def2/J DEFGRID3
* xyz -2 2
S -7.71946 9.27801 9.94427
S -8.61692 13.45153 9.82073
S -7.05481 8.86061 7.74770
S -10.80988 12.79831 10.19701
S -11.16831 10.49330 5.93267
S -9.28813 11.25972 4.81625
F -7.95478 12.18340 5.10919
F -8.85251 10.14687 10.78696
F -7.34175 12.85767 8.98148
F -12.06923 12.97401 9.19209
F -12.13344 11.49530 6.79478
F -7.98390 8.10207 6.62883
O -4.43307 17.13895 11.90516
O -11.13269 11.52017 10.83294
O -15.83411 16.13434 15.32848
O -16.38501 13.15991 10.42926
O -19.05932 12.31985 11.17322
O -10.97997 14.09222 10.84339
O -11.22866 7.41622 9.00681
O -1.94333 9.78772 13.16843
O -8.78682 9.94290 4.56006
O -3.46746 14.98966 8.14750
O -9.93158 11.92555 3.70545
O -11.64827 18.34444 8.79387
O -7.71798 7.99446 10.61320
O -11.93750 14.28691 6.49545
O -6.44995 9.91530 6.94298
O -10.49051 6.41917 6.67129
O -6.22603 18.43583 9.95589
O -8.41471 14.87083 9.53602
O -6.54358 10.04750 10.18830
O -11.09933 9.35279 6.85263
O -4.09538 11.23155 12.98856
O -9.10322 14.76555 6.66474
O -6.26238 7.72565 8.23731
O -8.14086 12.85019 11.11058
O -0.51388 14.30253 10.33240
O -14.00850 13.25867 14.22700
O -12.54027 19.37986 6.22210
O -11.85801 10.33570 4.69185
N -9.81990 11.50515 6.25346
N -9.69975 12.69185 8.94672
N -8.48071 9.32751 8.62939
C -5.02360 12.35499 13.06532
C -17.04451 16.33942 15.99690
C -11.21814 19.64756 8.37902
C -5.78106 16.80924 11.89074
C -17.11990 13.72179 11.46281
C -2.56225 9.71906 11.89101
C -12.78886 12.92021 13.58139
C -7.69917 15.15086 6.40770
C -3.30633 11.08153 11.79524
C -20.24234 13.09971 11.04770
C -11.41366 15.54621 6.90143
C -3.71742 16.65662 13.10295
C -12.69178 14.21142 5.28450
C -14.06901 14.60528 14.75486
C -0.78799 8.94447 13.28882
C -12.60774 19.40053 4.85634
C -18.07447 12.72997 12.11652
C -11.29960 19.75650 6.83870
C -11.83529 6.13273 7.01771
C -2.09255 14.70589 8.51909
C -4.38950 13.94130 8.42952
C -10.05278 15.75200 6.31779
C -10.99182 17.83982 9.95856
C -1.80303 14.83229 10.04308
C -6.46166 17.18365 10.55930
C -4.98485 18.45766 9.31424
C -15.27183 13.93960 10.03089
C -11.67250 7.84320 10.31537
C -15.31993 14.80305 15.55319
C -12.31878 7.01788 8.24596
C -9.95241 5.69883 5.60784
C -0.19381 14.13079 11.67374
Li -9.27465 11.10396 8.03657
Li -10.19891 13.19913 7.12996
H -0.04142 9.21589 14.03519
H -14.03126 15.29289 13.90995
H -11.41558 15.62320 7.98871
H -1.05139 14.05574 12.34233
H -1.44917 15.42236 8.00839
H -2.51349 14.14067 10.49586
H -17.43871 11.90649 12.44179
H -13.18307 14.80457 15.35777
H -4.11869 17.09981 14.01435
H -10.11541 4.64209 5.81958
H -10.99677 18.53635 10.79696
H -3.11807 8.79471 11.73373
H -1.83569 9.71560 11.07849
H -5.31541 14.35667 8.82733
H -21.00524 12.37798 10.75582
H -4.22046 18.95038 9.91511
H -10.43396 19.34796 6.31730
H -13.66539 19.44965 4.59736
H -4.73257 17.45422 8.97137
H -1.80561 13.76092 8.05779
H -2.54422 11.85161 11.67589
H -17.86116 15.74907 15.58135
H -17.65203 14.61937 11.14771
H -3.74165 15.57881 13.26372
H -12.82603 13.14405 5.10900
H -4.00907 13.25661 9.18752
H -14.54098 14.06339 10.83003
H -10.14747 19.72364 8.56865
H -12.68899 8.23147 10.37933
H -0.17414 9.12212 12.40579
H -20.18286 13.93374 10.34844
H -4.03412 11.04730 10.98452
H -4.57623 13.41107 7.49566
H -2.64103 16.81734 13.04248
H -12.90000 7.86841 7.88976
H -1.01825 7.88488 13.39992
H -4.55843 13.27283 13.42487
H -11.62679 20.45901 8.98123
H -20.55554 13.56329 11.98317
H -5.08481 19.09316 8.43433
H -12.19554 18.53925 4.33061
H -5.80556 12.06820 13.76844
H 0.34503 15.03664 11.95153
H -9.64527 16.66744 6.74675
H -13.02402 6.50299 8.89835
H -11.31101 16.84409 10.26636
H -7.00248 14.47246 6.90014
H -10.45841 5.92297 4.66878
H -12.02049 16.39343 6.58194
H -9.94610 17.72127 9.67479
H -16.98968 16.01081 17.03473
H -12.60021 6.30325 6.26013
H -12.22111 20.32377 4.42479
H -12.79574 13.39125 12.59845
H -15.63975 14.84518 9.54853
H -5.85878 15.72909 12.01458
H 0.35875 13.20993 11.86031
H -13.64757 14.71773 5.41946
H -11.95863 13.22763 14.21723
H -11.21502 20.81178 6.57920
H -7.53436 15.11811 5.33073
H -16.05598 14.09209 15.17786
H -6.34292 16.27780 9.96479
H -17.31633 17.39420 15.95599
H -14.71792 13.46124 9.22315
H -10.17345 15.85978 5.23987
H -12.71820 11.83512 13.50596
H -7.52527 17.35445 10.72560
H -12.18738 14.65332 4.42520
H -8.88088 5.83129 5.45824
H -11.13161 8.76493 10.52973
H -5.53195 12.51370 12.11427
H -7.49782 16.18840 6.67429
H -6.29368 17.27343 12.73327
H -15.04557 14.76024 16.60722
H -16.46572 14.07779 12.25868
H -11.90747 5.07432 7.26801
H -18.59651 13.05334 13.01708
H -11.51254 7.13277 11.12642
H -1.93475 15.85529 10.39554
*
```

Löwdin population analysis, charges in e, atoms 1 to 6: atom 1 (S): 0.40, atom 2 (S): 0.45, atom 3 (S): 0.63, atom 4 (S): 0.48, atom 5 (S): 0.61, atom 6 (S): 0.45



[2]
Entry from the Open Molecules 2025 dataset: a 5-piece molecular cluster, C32H80F6N4O4P overall (the ωB97M-V functional and the def2-TZVPD basis).

Output
Gap between HOMO and LUMO (eV): 9.83
LUMO (eV): -5.87
Total energy (eV): -74200.6917
HOMO energy (eV): -15.698

Geometry as ORCA input:
```
! RIJCOSX wB97M-V def2-TZVPD def2/J DEFGRID3
* xyz 3 1
P 2.15051 5.01178 10.09885
F 1.05805 4.07026 10.79423
F 3.03640 4.50954 11.39877
F 1.22372 5.31857 8.77492
F 3.32373 6.00950 9.51710
F 2.76913 3.67394 9.34875
F 1.49567 6.33146 10.83795
O 2.65160 13.31033 12.78221
O 6.53672 4.78125 7.29421
O -1.03941 8.07209 7.26662
O -0.38112 2.03901 5.68942
N 1.19252 7.89091 4.98519
N 3.16410 10.44493 12.06572
N 6.05731 1.82940 6.30710
N -1.73897 2.66757 8.42144
C 0.37432 9.03129 5.61351
C 4.67790 1.62621 5.55030
C -0.23673 2.38305 8.14923
C 4.68307 0.98806 4.12171
C 6.86064 2.96417 5.64414
C 2.64127 14.31193 11.80635
C 6.06492 5.96847 7.78219
C 0.88654 8.90610 2.51268
C -0.03162 1.42386 6.92538
C -1.94190 0.93784 10.35096
C -1.29399 7.59383 8.63886
C 3.57425 11.29223 13.31337
C 0.65017 7.61419 3.48195
C -2.15411 4.47626 6.54334
C 1.56626 10.61561 11.76342
C -2.59710 3.14207 7.19224
C 5.43518 1.17802 8.78491
C 6.77472 0.52028 6.19951
C 3.66061 7.46227 4.34019
C 0.58520 2.35850 4.77041
C 6.35475 4.48706 5.89785
C -1.73562 3.78864 9.45917
C 4.00660 12.77483 12.98281
C 0.97650 6.54621 5.69685
C -2.34850 1.29431 8.90071
C 2.65385 8.43405 5.10611
C 0.94434 9.94035 10.50005
C 0.07295 8.98136 7.13345
C 3.45192 8.94590 12.37723
C 3.98760 10.71575 10.82669
C 2.44515 8.29978 13.47256
C 5.85192 2.26138 7.77464
H 5.01614 5.98976 7.48606
H 5.02955 1.56180 9.72101
H 4.56415 10.91532 13.57054
H 1.32418 11.67312 11.65769
H 4.26384 2.62994 5.45453
H 0.54672 9.83791 2.96473
H 6.29298 0.57455 9.08170
H 1.00807 10.39432 12.67312
H -0.51365 7.03065 9.15072
H 1.65305 5.86588 5.17963
H 3.25234 7.15231 3.37825
H 5.13216 1.57866 3.32321
H 0.13917 3.28814 7.67215
H -0.64372 9.03367 5.22404
H -2.73095 5.24957 7.05063
H 0.94516 8.62882 7.68396
H -2.15451 6.92610 8.68039
H 3.07916 15.26669 12.09754
H 0.17448 2.75746 3.84292
H 4.10816 6.72611 5.00792
H 1.86394 9.16947 2.10842
H 2.06647 8.89072 14.30652
H 6.87440 2.58549 7.96849
H 4.76726 0.37259 8.47951
H 6.00160 -0.21233 6.43114
H 7.51885 0.42856 6.99069
H 5.06040 10.52721 10.78616
H 3.02633 8.72380 6.08866
H -2.35417 4.59298 5.47823
H 1.13901 8.87606 10.36775
H 3.53129 10.09337 10.05694
H 3.17419 13.93492 10.93345
H 3.98552 1.17744 6.26256
H 1.17420 6.62752 6.76568
H 0.41559 2.03120 8.94847
H -2.37871 1.52745 11.15697
H 1.62353 14.67729 11.66916
H 3.26610 8.38349 11.46221
H -0.57534 0.48948 7.06463
H -2.13546 0.49672 8.18898
H 6.53770 6.86699 7.38564
H -3.61206 3.47682 7.40646
H 4.54762 8.03147 4.06215
H 0.78498 9.98415 5.27958
H -2.58919 2.31870 6.47803
H 3.64738 1.11689 3.80731
H -0.37077 7.30947 3.71202
H 5.07350 3.02096 7.84676
H 1.08025 10.57110 9.62154
H 7.25846 0.47862 5.22362
H 7.87284 2.84152 6.02951
H -0.86049 0.82117 10.42186
H 0.20941 8.80612 1.66439
H -2.21715 -0.11483 10.41597
H 2.94499 7.51245 14.03680
H 3.71711 11.69057 10.42089
H 4.48578 13.34322 13.77995
H 1.04185 6.64498 3.17320
H 6.91494 2.74553 4.57768
H 1.24333 1.50236 4.62210
H -2.77653 4.08772 9.58227
H 1.00690 1.09744 6.87036
H -3.40863 1.52100 9.01400
H 5.26961 4.48302 5.79510
H 4.56703 12.78007 12.04794
H -1.37378 8.47325 9.27789
H 4.50713 8.84280 12.63022
H -1.24772 3.32401 10.31601
H 6.76470 5.12154 5.11206
H 2.89965 11.17606 14.16161
H 1.59594 7.77862 13.03059
H 2.60705 9.36727 4.54486
H -0.22634 9.93130 7.57631
H 4.90052 -0.05599 3.89638
H -1.17414 4.62992 9.05287
H 5.91497 5.87441 8.85772
H 1.21824 3.20416 5.03918
H -0.01981 6.13391 5.53724
H -0.13898 10.05573 10.46536
H -1.09847 4.74153 6.48549
*
```

Löwdin population analysis, charges in e, atoms 1 to 6: atom 1 (P): 0.25, atom 2 (F): -0.15, atom 3 (F): -0.18, atom 4 (F): -0.19, atom 5 (F): -0.18, atom 6 (F): -0.20



[3]
Entry from the Open Molecules 2025 dataset: a 7-piece molecular cluster, C32H82ClN6O14 overall (the ωB97M-V functional and the def2-TZVPD basis).

Output
Gap between HOMO and LUMO (eV): 8.55
LUMO (eV): 2.24
Total energy (eV): -84630.1526
HOMO energy (eV): -6.308

Geometry as ORCA input:
```
! RIJCOSX wB97M-V def2-TZVPD def2/J DEFGRID3
* xyz -1 1
Cl 1.70311 -0.04491 0.58983
O 4.42594 -0.51510 -5.12910
O 4.76888 4.79066 2.76167
O 0.41110 -0.22613 1.25299
O -8.62827 -2.40412 1.06215
O 2.16822 -4.95149 2.80115
O 6.03577 -2.66617 0.77803
O -1.86095 -4.55281 5.34306
O -0.65874 5.79276 3.68008
O -2.34247 1.50166 -2.53222
O -3.87390 0.78213 2.61328
O -3.86164 -0.55867 -8.30772
O 1.62050 0.96847 -0.42793
O 2.70107 0.33274 1.54488
O 2.04700 -1.30403 -0.00360
N -6.43594 -0.56212 0.26054
N 5.91367 -0.90128 -2.47464
N -2.15861 0.72380 -6.11411
N -0.46897 -4.14517 2.94961
N 2.00525 4.81019 1.30634
N 5.73552 1.39256 1.66847
C 4.98412 3.38782 2.81731
C 6.34263 -1.87881 -1.46931
C -2.57404 0.52952 2.10470
C -7.78973 -0.17353 0.60351
C -1.61954 -3.30848 3.29832
C -1.08374 1.43263 -1.90029
C -4.32253 -0.70352 -9.63478
C -1.84284 5.77638 2.93017
C -2.24203 1.80182 -3.90919
C 0.74632 3.35409 2.80689
C -1.95105 -0.52891 -6.84349
C -2.55372 -4.12107 4.19664
C 4.18352 0.09130 -3.87600
C 5.55704 -2.30491 2.06560
C 0.72733 4.63663 1.99814
C 4.65233 3.14871 0.32289
C -8.82883 -1.22878 0.32413
C 4.45470 5.28979 4.05776
C -2.45038 -0.46123 -8.26527
C 1.64325 -4.31532 1.67336
C 4.46873 -0.78407 -2.68333
C -2.58832 -5.46217 6.11092
C 0.45741 -3.42986 2.06007
C 3.39100 -5.59327 2.51970
C -5.32189 0.24143 0.74868
C 0.52593 5.88135 2.88144
C 5.57284 2.84708 1.52569
C -1.85387 0.54175 -4.69621
C 4.24492 0.42699 -6.16177
C -9.81620 -3.13621 1.27372
C -4.85283 -0.13376 2.15406
C 5.49417 -1.81248 -0.20147
H -6.28238 -1.55556 0.36711
H -8.76868 -1.40870 -0.76011
H -2.93163 -4.99290 3.64333
H -2.16039 0.46513 -8.77962
H 7.39646 -1.72100 -1.22019
H 0.51886 6.86421 2.40349
H 5.58238 -0.77625 0.12535
H -5.66526 -0.06418 2.88061
H 3.67482 2.73165 0.56616
H -9.58760 -4.06220 1.79187
H -1.54888 2.62033 -4.12507
H -3.34180 -4.92589 6.70321
H -1.79237 6.40125 2.03144
H 1.32625 5.90524 3.62829
H -0.05759 -3.04187 1.17175
H 4.46918 -2.44249 2.04437
H -7.84739 0.30703 1.59277
H 4.12662 -4.84768 2.19823
H 4.50032 -2.12499 -0.52941
H 4.31660 -0.09301 -7.11340
H 6.33678 -1.16646 -3.35404
H 4.04336 2.85638 3.02053
H -4.46982 -1.16063 2.18154
H 6.18813 1.12977 0.79767
H -10.36964 -3.26533 0.34160
H 4.98117 1.22695 -6.03776
H 5.64989 3.11131 3.64263
H -2.65418 6.13462 3.56593
H -3.11729 1.03833 -6.21665
H -3.45103 -3.56044 4.49019
H 5.02262 2.74392 -0.61700
H 3.45148 4.92872 4.31681
H 4.82899 0.92462 1.64892
H -0.88709 -0.76007 -6.79421
H -2.00396 -1.29124 -8.83336
H 3.76586 -6.11123 3.39775
H 0.92145 2.45993 2.20545
H -4.05173 0.16486 -10.24391
H -4.51437 0.02473 0.04768
H -0.43778 0.61575 -2.24190
H -2.49387 -1.35939 -6.36928
H -2.13548 4.76980 2.60811
H 2.74036 4.80102 2.02016
H -3.23236 2.14094 -4.22095
H -1.29491 -2.41434 3.82782
H -3.94651 -1.64746 -10.03528
H 1.31454 -4.99480 0.87543
H -2.50404 0.45774 1.02055
H -2.16194 -3.06056 2.37567
H -0.84920 -4.91690 2.40405
H -3.04217 -6.26083 5.51190
H 3.95799 -0.33319 -1.82554
H 5.97738 -2.99300 2.79726
H -10.45404 -2.56457 1.96219
H -0.53327 2.37615 -1.94077
H 3.25541 -6.30713 1.69959
H -2.18254 -0.39240 2.55535
H -8.01170 0.65920 -0.08313
H -1.92146 1.28662 2.53774
H -1.95309 -5.97890 6.83325
H 4.74869 1.01740 -3.73639
H -0.16214 3.11329 3.36839
H 3.11643 0.33039 -3.78438
H 3.98675 -1.77555 -2.68631
H -9.84235 -0.82761 0.43674
H 1.54896 3.37386 3.55141
H -5.56581 1.30112 0.69265
H -0.77898 0.36340 -4.62774
H 6.34368 -2.88003 -1.92724
H 5.19947 4.99111 4.79559
H 5.75639 -1.28514 2.40415
H -0.06826 4.67854 1.24972
H 3.25786 0.90625 -6.14370
H -5.41136 -0.71333 -9.60391
H 6.50903 3.36064 1.29424
H -1.24219 1.16840 -0.85282
H 2.37785 -3.63749 1.22231
H 2.20537 3.91839 0.85576
H 4.36945 6.37015 3.94717
H 0.78442 -2.53832 2.59806
H -2.38740 -0.29514 -4.22918
H 4.56354 4.23522 0.22795
*
```

Löwdin population analysis, charges in e, atoms 1 to 6: atom 1 (Cl): 0.63, atom 2 (O): -0.18, atom 3 (O): -0.21, atom 4 (O): -0.37, atom 5 (O): -0.18, atom 6 (O): -0.17



Look up the total energy of the second one. -74200.6917 eV